Entry 1:
Molecular formula: C42H39N9OPRuS2
Method: DFT, ωB97M-V/def2-TZVPD

## Properties
⟨S²⟩: 0.86
2S+1: 2
Charge: +2
Kohn-Sham gap (alpha / beta) (eV): 6.335 / 6.927
Relative energy (zero: lowest compared OMol25 entry of this formula, charge and spin) (eV): 3.5247
Lowest unoccupied orbital energy (alpha / beta) (eV): -6.735 / -6.136

Each line ends with the Mulliken charge.
Element x y z (Å)
1 Ru 0.063 0.143 -0.350  1.25
2 S 3.741 0.366 -0.520  0.26
3 S -0.781 1.943 1.518  -0.23
4 P 0.041 2.173 -1.923  1.41
5 O 2.323 0.878 -0.589  -0.14
6 N 1.202 -1.985 -0.027  1.85
7 N 1.721 -5.455 -9.597  -0.44
8 N -1.623 2.436 -2.202  0.13
9 N -2.715 1.336 3.235  -0.38
10 N -0.687 -0.978 1.623  1.82
11 N -1.560 -0.451 2.448  -2.07
12 N -0.651 -1.522 -2.018  1.05
13 N -0.467 -2.818 -3.790  0.45
14 N -2.297 0.640 -0.907  0.85
15 C -0.912 -3.756 -5.978  -0.67
16 C 0.897 5.738 -3.664  -0.81
17 C 1.826 -3.983 -6.440  -1.09
18 C 0.584 1.425 -3.493  0.14
19 C 2.115 -2.475 -0.848  -0.53
20 C 4.737 -1.560 1.215  -0.83
21 C 1.957 1.269 -3.667  -0.73
22 C 0.054 -1.784 -3.098  -1.41
23 C 0.445 4.455 -3.426  -0.63
24 C 2.638 -3.754 -0.721  -1.45
25 C -1.758 0.842 2.448  0.51
26 C 4.732 1.831 -0.043  -1.09
27 C 1.307 4.573 -1.176  -0.19
28 C 1.569 0.221 -5.785  -0.63
29 C -0.228 -2.160 1.857  -1.49
30 C -0.459 -4.284 -7.171  -1.01
31 C 0.911 -4.405 -7.405  0.47
32 C 1.370 -3.448 -5.251  0.05
33 C 2.182 -4.557 0.318  -0.83
34 C 0.649 3.871 -2.176  0.39
35 C 4.714 -2.309 2.380  -0.94
36 C -1.665 -2.433 -2.003  -1.19
37 C -3.967 2.134 -1.731  -1.00
38 C -4.947 1.413 -1.092  -0.52
39 C 3.804 -0.550 1.043  0.62
40 C 2.858 -1.026 3.184  -0.94
41 C -0.296 1.005 -4.485  0.06
42 C 1.229 -4.050 1.181  -0.98
43 C 3.789 -2.839 4.652  -1.42
44 C 3.785 -2.049 3.384  0.87
45 C 1.554 6.442 -2.666  -0.57
46 C 1.361 -4.982 -8.620  -0.08
47 C -3.257 -0.058 -0.301  -0.62
48 C -2.628 1.729 -1.604  0.01
49 C 2.853 -0.287 2.015  -0.28
50 C 1.757 5.861 -1.426  -0.77
51 C 0.204 0.417 -5.634  -0.71
52 C 2.449 0.660 -4.806  -0.89
53 C 0.003 -3.342 -5.014  0.79
54 C -1.568 -3.238 -3.098  -1.13
55 C -4.588 0.290 -0.348  -1.46
56 C 0.746 -2.750 0.978  0.75
57 H 5.769 1.597 -0.260  0.42
58 H 2.121 0.504 1.861  0.49
59 H -1.157 -4.610 -7.924  0.49
60 H 5.431 -3.105 2.510  0.38
61 H -4.208 3.004 -2.321  0.54
62 H 3.513 0.528 -4.931  0.50
63 H -2.173 -4.062 -3.413  0.63
64 H 1.949 -0.271 -6.667  0.50
65 H -2.395 -2.459 -1.222  0.60
66 H 0.921 -1.241 -3.417  0.72
67 H -1.900 3.296 -2.665  0.28
68 H 5.477 -1.759 0.453  0.49
69 H -0.054 3.905 -4.212  0.35
70 H 2.447 -1.813 -1.641  0.54
71 H 1.910 7.442 -2.859  0.42
72 H 2.884 -4.091 -6.626  0.49
73 H 0.846 -4.639 2.001  0.58
74 H -0.475 0.116 -6.418  0.53
75 H 2.570 -5.556 0.450  0.49
76 H 2.883 -3.437 4.738  0.30
77 H -0.546 -2.699 2.746  0.41
78 H -1.972 -3.665 -5.800  0.52
79 H 4.648 -3.503 4.691  0.39
80 H 3.822 -2.169 5.509  0.38
81 H 4.406 2.662 -0.662  0.38
82 H 2.628 1.618 -2.896  0.54
83 H -3.215 0.715 3.855  0.27
84 H 0.746 6.188 -4.633  0.44
85 H 2.071 -3.128 -4.495  0.52
86 H -5.980 1.708 -1.165  0.45
87 H -2.933 -0.928 0.254  0.73
88 H 4.612 2.070 1.008  0.36
89 H -2.796 2.329 3.380  0.23
90 H -5.327 -0.298 0.171  0.51
91 H -1.360 1.159 -4.374  0.54
92 H 2.144 -0.800 3.961  0.49
93 H 2.270 6.412 -0.654  0.46
94 H 1.457 4.111 -0.211  0.45
95 H 3.384 -4.110 -1.413  0.61

***

Entry 2:
Molecular formula: C42H40As2BaF2N2O3S3
Method: DFT, ωB97M-V/def2-TZVPD

## Properties
Charge: 0
Kohn-Sham gap (eV): 7.048
Relative energy (zero: lowest compared OMol25 entry of this formula, charge and spin) (eV): 0.7381
Lowest unoccupied orbital energy (eV): 0.030

Each line ends with the Mulliken charge.
Element x y z (Å)
1 Ba -2.289 0.188 1.253  1.85
2 As 1.732 0.893 2.029  1.16
3 As 0.767 -1.926 0.383  1.02
4 S -0.474 3.373 -3.611  -0.01
5 S -4.333 0.287 -3.207  -0.13
6 S -4.029 3.774 -3.398  0.00
7 F -2.774 2.649 3.015  -0.28
8 F -0.549 2.683 2.801  -0.18
9 O -4.624 -2.003 0.086  -0.21
10 O -2.532 -2.496 0.591  -0.51
11 O -2.436 1.197 -0.855  -0.48
12 N -2.172 -3.868 -1.785  -0.84
13 N -3.375 -3.292 -1.354  0.21
14 C -3.942 -0.761 -4.507  -0.60
15 C 2.814 2.495 1.811  0.17
16 C 2.008 0.589 3.945  0.41
17 C 2.388 -1.860 1.505  -1.55
18 C -4.743 5.039 -2.490  -0.60
19 C -5.757 -2.129 -0.780  -0.70
20 C 1.148 -0.217 6.051  -0.71
21 C -1.963 0.372 -4.121  -0.24
22 C -2.647 -0.613 -4.890  -1.00
23 C 0.849 -4.676 -0.718  -0.30
24 C 4.722 3.700 0.959  -0.65
25 C 3.236 0.829 4.555  -0.56
26 C -3.459 -2.602 -0.206  0.46
27 C 1.255 3.038 -1.763  -0.38
28 C -0.284 -5.805 1.548  -0.70
29 C 0.594 -6.042 -0.673  -0.57
30 C 2.858 -0.973 -3.747  -0.89
31 C 1.620 -0.438 -3.434  -0.33
32 C 0.534 -3.865 0.366  0.48
33 C 1.103 3.623 -2.979  -0.76
34 C -1.595 1.945 3.451  -0.70
35 C 4.209 4.882 1.465  -0.51
36 C 0.964 0.073 4.704  -0.41
37 C 3.034 -0.472 1.427  -1.35
38 C 3.479 -1.848 -2.866  -0.76
39 C 1.627 -1.635 -1.337  -0.21
40 C -2.366 1.895 -2.033  2.63
41 C 2.377 0.017 6.649  -0.46
42 C -4.449 4.933 -1.166  -0.65
43 C 0.073 2.362 -1.343  -0.27
44 C -3.623 3.810 -0.882  -0.94
45 C -0.948 2.442 -2.239  -0.71
46 C -2.740 0.948 -3.166  -0.17
47 C -0.039 -4.442 1.497  -0.56
48 C 3.420 0.547 5.899  -0.64
49 C 2.297 3.691 2.309  -0.64
50 C 4.026 2.508 1.130  -0.06
51 C 2.995 4.876 2.140  -0.70
52 C -3.312 3.088 -1.991  -0.54
53 C 0.028 -6.609 0.459  -0.56
54 C 1.001 -0.775 -2.235  -0.29
55 C 2.872 -2.170 -1.664  0.24
56 H -5.562 -1.640 -1.735  0.14
57 H -0.729 -6.241 2.433  0.40
58 H -4.807 5.624 -0.418  0.43
59 H 5.666 3.699 0.429  0.40
60 H -0.311 -3.818 2.343  0.31
61 H 0.328 -0.620 6.631  0.40
62 H 2.081 -2.086 2.532  0.74
63 H 3.345 -0.707 -4.676  0.40
64 H -1.871 -4.545 -1.092  0.32
65 H 4.376 0.745 6.366  0.40
66 H 2.163 3.090 -1.179  0.40
67 H -6.572 -1.622 -0.274  0.22
68 H 0.839 -6.661 -1.527  0.39
69 H -3.258 3.556 0.102  0.63
70 H 1.341 3.691 2.816  0.39
71 H 3.066 -2.655 1.187  0.57
72 H 1.286 -4.248 -1.613  0.25
73 H 1.146 0.263 -4.107  0.36
74 H -0.934 0.648 -4.281  0.31
75 H 2.523 -0.205 7.698  0.37
76 H -0.004 1.816 -0.413  0.47
77 H -4.695 -1.397 -4.944  0.52
78 H 0.033 -0.347 -1.992  0.25
79 H 4.752 5.809 1.331  0.37
80 H 2.585 5.799 2.529  0.41
81 H 3.934 -0.417 2.043  0.71
82 H 4.445 -2.271 -3.111  0.41
83 H 1.823 4.201 -3.535  0.47
84 H -5.355 5.778 -2.978  0.46
85 H -4.081 -3.215 -2.064  0.26
86 H 4.440 1.592 0.724  0.25
87 H -1.456 -3.146 -1.830  0.24
88 H -0.169 -7.672 0.494  0.38
89 H -1.468 2.240 4.500  0.12
90 H -0.010 -0.087 4.246  0.45
91 H -6.013 -3.181 -0.916  0.41
92 H 3.318 -0.253 0.396  0.52
93 H 4.050 1.260 3.981  0.30
94 H -2.197 -1.165 -5.702  0.44
95 H 3.377 -2.842 -0.979  0.41

***

Q: Which value of relative energy (zero: lowest compared OMol25 entry of this formula, charge and spin) does entry 1 give?
A: 3.5247 eV

***

Q: Which value of relative energy (zero: lowest compared OMol25 entry of this formula, charge and spin) does entry 2 give?
A: 0.7381 eV

***

Q: Which of these has the lowest charge?
A: C42H40As2BaF2N2O3S3